Entry 1:
{"formula": "C21H33O5PPdS4Se", "method": "ωB97M-V/def2-TZVPD", "elements": ["Pd", "O", "C", "S", "C", "C", "S", "S", "S", "O", "Se", "O", "O", "O", "C", "C", "C", "C", "C", "C", "P", "C", "C", "C", "C", "C", "C", "C", "C", "C", "C", "C", "C", "H", "H", "H", "H", "H", "H", "H", "H", "H", "H", "H", "H", "H", "H", "H", "H", "H", "H", "H", "H", "H", "H", "H", "H", "H", "H", "H", "H", "H", "H", "H", "H", "H"], "positions_angstrom": [[-0.3160, -2.5172, 0.3044], [-3.3625, -5.8844, 5.4847], [-2.8594, -5.2866, 4.5592], [-2.4216, -3.5740, 4.6130], [-1.7487, -3.4687, 2.9972], [-1.7282, -4.6020, 2.2649], [-1.1734, -4.6712, 0.6176], [-2.3711, -6.0401, 3.0386], [-1.2388, -1.9140, 2.3611], [-0.0650, -3.1484, -1.7580], [1.5998, -3.5130, -1.8616], [2.2857, -2.2865, -2.6970], [2.0386, -3.4857, -0.2891], [1.8126, -4.9107, -2.6501], [2.4258, 1.7519, -3.4324], [3.2309, 1.4897, -2.1493], [2.5164, 0.5185, -1.1956], [1.0012, 0.6573, -1.3542], [0.5432, 0.2222, -2.7611], [1.6187, 0.5162, -3.8144], [0.0314, -0.1835, -0.0328], [0.5269, 0.6962, 1.5287], [1.6772, -0.0267, 2.2460], [2.0590, 0.7506, 3.5009], [2.6420, 2.1361, 3.1652], [2.1935, 2.6245, 1.7834], [0.7485, 2.2298, 1.4906], [-1.7171, 0.4208, -0.2815], [-2.5145, -0.4224, -1.2831], [-4.0189, -0.2246, -1.0408], [-4.3474, 1.1986, -0.5591], [-3.3402, 2.1823, -1.1426], [-1.9457, 1.9198, -0.5502], [3.0939, 2.0618, -4.2418], [1.7359, 2.5911, -3.2727], [3.4372, 2.4422, -1.6460], [4.2013, 1.0594, -2.4140], [2.8291, 0.7214, -0.1726], [2.7805, -0.5177, -1.4224], [0.7617, 1.7238, -1.2324], [-0.3801, 0.7584, -3.0103], [0.3283, -0.8477, -2.7616], [1.1486, 0.6495, -4.7941], [2.2707, -0.3554, -3.8808], [-0.3541, 0.5167, 2.1593], [2.5459, -0.1539, 1.5965], [1.3436, -1.0345, 2.4988], [2.7669, 0.1751, 4.1015], [1.1589, 0.8582, 4.1153], [3.7347, 2.1016, 3.1987], [2.3369, 2.8615, 3.9267], [2.8450, 2.2045, 1.0146], [2.3060, 3.7105, 1.7112], [0.4306, 2.6699, 0.5457], [0.1110, 2.6888, 2.2562], [-2.1377, 0.1783, 0.7053], [-2.2548, -1.4776, -1.1855], [-2.2472, -0.1422, -2.3039], [-4.3663, -0.9574, -0.3089], [-4.5594, -0.4279, -1.9702], [-4.2922, 1.2491, 0.5331], [-5.3728, 1.4678, -0.8269], [-3.6338, 3.2199, -0.9576], [-3.3139, 2.0571, -2.2299], [-1.8514, 2.4698, 0.3905], [-1.1859, 2.3233, -1.2246]], "forces_ev_per_angstrom": [[-0.8985, 0.2453, -0.1230], [-0.1311, 0.0035, -0.0100], [0.2879, 0.0000, 0.0378], [-0.0779, -0.0005, 0.0009], [-0.0465, -0.3438, -0.3707], [0.0224, 0.5937, 0.1446], [0.1730, 0.0544, -0.0395], [-0.0878, 0.0378, 0.0139], [0.1981, -0.2803, 0.0205], [0.2712, 0.1949, 0.4491], [-0.3489, 0.3247, -0.2014], [0.1939, 0.1458, -0.0473], [0.5993, -0.1782, 0.0538], [-0.0422, -0.2244, 0.1268], [-0.0619, 0.0649, 0.0303], [0.1115, -0.0345, -0.0668], [-0.0497, -0.2290, -0.1284], [-0.1232, 0.1283, 0.1012], [-0.0349, -0.0449, 0.0453], [-0.0056, 0.0187, -0.0469], [-0.1901, -0.2020, -0.0430], [-0.1884, -0.0806, 0.0803], [0.0370, -0.0978, -0.0237], [-0.0092, -0.0560, 0.0346], [0.0096, 0.0202, 0.0280], [0.0565, 0.0151, -0.0358], [-0.0397, 0.0646, 0.0345], [0.0599, -0.0521, 0.1572], [0.0696, -0.0750, -0.0018], [-0.0290, -0.0258, -0.0397], [-0.0104, -0.0065, 0.0140], [-0.0005, 0.0157, -0.0195], [0.0458, 0.0234, 0.0404], [0.0136, -0.0377, 0.0048], [0.0142, 0.0023, 0.0081], [-0.0236, -0.0031, 0.0235], [-0.0029, 0.0210, -0.0057], [-0.0208, -0.0617, -0.0769], [0.0087, 0.0017, -0.0460], [0.0347, -0.0579, 0.0000], [0.0204, 0.0245, 0.0180], [-0.0112, -0.0280, -0.0294], [0.0108, -0.0118, 0.0224], [0.0311, -0.0421, 0.0192], [0.0749, -0.0045, -0.0476], [0.0247, 0.0223, 0.0040], [0.0310, 0.0661, -0.0047], [0.0117, 0.0132, -0.0041], [-0.0111, 0.0217, -0.0089], [0.0022, -0.0049, -0.0206], [-0.0135, -0.0069, 0.0019], [-0.0204, 0.0308, 0.0441], [-0.0114, 0.0063, 0.0176], [0.0380, -0.0305, -0.0220], [0.0040, 0.0106, -0.0142], [0.0208, 0.0152, -0.0651], [0.0217, 0.0029, -0.0008], [-0.0188, 0.0499, -0.0111], [0.0119, 0.0189, 0.0214], [-0.0094, -0.0088, -0.0004], [0.0013, -0.0140, 0.0056], [0.0103, 0.0077, -0.0237], [-0.0077, -0.0088, 0.0180], [0.0095, -0.0050, -0.0052], [0.0051, 0.0069, -0.0055], [-0.0099, -0.0159, -0.0328]], "total_charge": -2, "e_homo_ev": -1.35, "relative_energy_kj_mol": 59.0, "orbital_gap_ha": 0.205}

=====

Entry 2:
{"formula": "C21H34BNO3P2Sn", "method": "ωB97M-V/def2-TZVPD", "elements": ["Sn", "P", "P", "N", "H", "C", "H", "H", "H", "C", "H", "H", "H", "C", "H", "H", "H", "C", "H", "H", "H", "C", "H", "H", "H", "C", "H", "H", "H", "C", "C", "C", "C", "C", "C", "H", "H", "H", "H", "H", "C", "O", "C", "H", "H", "H", "C", "H", "H", "H", "O", "B", "O", "C", "C", "C", "C", "C", "C", "H", "H", "H", "H"], "positions_angstrom": [[-0.0218, -0.4514, -0.5890], [2.6308, -0.6508, -0.7136], [-2.6252, -0.1964, -0.3144], [0.0420, -0.0155, -2.5997], [1.2741, -2.6275, 1.1315], [3.2700, -2.1164, -1.5945], [4.3705, -2.1088, -1.5639], [2.9385, -2.0857, -2.6404], [2.9049, -3.0460, -1.1376], [3.5717, -0.6270, 0.8422], [4.6382, -0.7667, 0.6128], [3.2328, -1.4320, 1.5093], [3.4297, 0.3339, 1.3524], [3.3184, 0.7326, -1.6726], [4.4158, 0.7155, -1.6115], [2.9459, 1.6843, -1.2753], [3.0073, 0.6453, -2.7211], [-3.3257, -1.6631, -1.1322], [-4.4221, -1.6576, -1.0224], [-2.9047, -2.5707, -0.6725], [-3.0489, -1.6356, -2.1975], [-3.1916, -0.2766, 1.4007], [-4.2865, -0.3762, 1.3942], [-2.9037, 0.6387, 1.9327], [-2.7448, -1.1541, 1.8940], [-3.2542, 1.2903, -1.1122], [-4.3433, 1.3457, -0.9878], [-3.0053, 1.2571, -2.1823], [-2.7817, 2.1686, -0.6515], [0.0084, 1.0275, -3.3930], [0.0799, 1.7425, -5.7672], [-0.0040, 0.7444, -4.8125], [-0.0065, 2.4466, -3.0327], [0.0654, 3.4288, -4.0064], [0.1247, 3.0978, -5.3735], [0.1073, 1.4569, -6.8221], [-0.0642, -0.3042, -5.0973], [-0.0717, 2.6983, -1.9703], [0.0723, 4.4762, -3.7015], [0.2011, 3.8973, -6.1173], [0.2447, -3.0482, 1.0834], [-0.4283, -2.4003, 0.0094], [0.3723, -4.5298, 0.7314], [0.3614, -5.1516, 1.6316], [1.3081, -4.7475, 0.1997], [-0.4514, -4.8517, 0.0836], [-0.4135, -2.8084, 2.4287], [-1.4788, -3.0815, 2.4021], [-0.3345, -1.7684, 2.7660], [0.0542, -3.4245, 3.2094], [0.9397, 0.5711, 2.3926], [0.1375, 0.8752, 1.2426], [-0.7136, 1.9632, 1.6025], [-0.4886, 2.2314, 2.9203], [-1.2637, 2.9707, 3.7900], [-1.0310, 2.8125, 5.1608], [0.0121, 2.0163, 5.6253], [0.8464, 1.3352, 4.7277], [0.5365, 1.4089, 3.3906], [-2.0512, 3.6104, 3.3985], [-1.6825, 3.3210, 5.8689], [0.1924, 1.8978, 6.6941], [1.6879, 0.7322, 5.0569]], "forces_ev_per_angstrom": [[-0.2495, 0.9016, -1.4292], [0.1260, -0.5818, -0.3471], [0.9693, -0.8574, -0.3890], [0.0487, -2.5589, 2.7119], [-0.2521, -0.2101, 0.2177], [0.2241, -0.1145, -0.0328], [-0.2802, -0.0469, -0.0545], [-0.0086, 0.0285, 0.2912], [0.0528, 0.2800, -0.0784], [0.3155, -0.0409, 0.1439], [-0.2142, 0.0621, 0.1598], [0.0959, 0.2613, -0.1911], [0.0041, -0.2605, -0.1004], [0.0176, 0.1068, -0.0175], [-0.2449, 0.0162, 0.0058], [0.0697, -0.1561, -0.1329], [-0.0691, 0.0362, 0.2867], [-0.5303, 0.1210, -0.0279], [0.2709, -0.1325, -0.1734], [-0.0714, 0.4286, -0.1455], [-0.0898, -0.0244, 0.3586], [-0.4985, 0.0722, 0.0831], [0.2117, 0.0323, 0.2518], [-0.0838, -0.2527, -0.0873], [-0.1304, 0.3329, -0.2279], [-0.4938, 0.1064, 0.0486], [0.1618, 0.1497, -0.0985], [0.0565, 0.0233, 0.3193], [-0.1207, -0.2196, -0.1741], [-0.2077, 2.1156, -0.8593], [-0.0313, 0.3960, 0.5741], [0.0854, 0.3873, 0.2979], [0.0107, -1.3915, -0.2258], [-0.0194, -0.2936, -0.6124], [0.0422, 0.1762, -0.0100], [-0.0319, 0.2141, 0.2704], [0.0732, 0.1678, 0.0466], [0.0740, -0.0104, -0.1925], [0.0043, -0.1878, -0.1161], [-0.0519, -0.3434, 0.2475], [0.7921, 0.4638, -0.6658], [0.1398, 0.9697, -0.1882], [0.0634, -0.3593, 0.0237], [0.0305, 0.0210, -0.0739], [-0.2341, 0.1277, 0.0349], [0.0603, 0.1774, 0.1814], [-0.3619, -0.0784, 0.4214], [0.2078, 0.0020, -0.0888], [-0.0096, -0.0696, -0.2310], [-0.0274, 0.1078, -0.2084], [-0.0577, 0.1779, -1.3345], [0.1739, 0.6584, 1.8023], [0.4262, -0.6827, -0.9710], [0.2730, -0.5819, 0.8070], [-0.1627, 0.1344, -0.1379], [0.0223, 0.2260, -0.0857], [0.3857, -0.0546, -0.1350], [0.1043, -0.0562, 0.3495], [-0.9372, 0.2128, 0.0953], [0.0254, -0.1675, 0.1876], [0.1953, -0.0593, -0.1480], [-0.0841, 0.1485, -0.2924], [-0.2601, -0.0509, 0.0662]], "total_charge": 0, "e_homo_ev": -5.54, "relative_energy_kj_mol": 0.0, "orbital_gap_ha": 0.218}

=====

Entry 3:
{"formula": "C21H34BrN6OPtSSe", "method": "ωB97M-V/def2-TZVPD", "elements": ["Pt", "N", "C", "C", "C", "N", "C", "C", "N", "C", "H", "H", "H", "H", "H", "H", "H", "H", "H", "H", "H", "H", "H", "H", "H", "H", "Br", "C", "C", "C", "C", "C", "N", "H", "H", "H", "H", "C", "N", "C", "Se", "N", "C", "C", "C", "C", "C", "C", "H", "H", "H", "H", "H", "H", "H", "H", "C", "S", "C", "O", "H", "H", "H", "H", "H", "H"], "positions_angstrom": [[-0.0565, -0.1950, 0.6450], [1.7322, -1.6029, 2.8918], [2.7410, -0.5678, 3.3471], [3.5928, -0.1169, 2.1648], [2.9102, 0.8446, 1.1830], [1.9362, 0.1962, 0.2363], [2.1999, 1.9989, 1.8634], [1.2740, 1.5439, 2.9706], [0.0045, 0.9909, 2.3478], [1.9699, 0.5966, 3.9742], [2.0936, -2.2431, 2.1736], [1.0244, -1.0306, 2.4228], [1.3232, -2.1341, 3.6600], [3.3697, -1.0637, 4.0835], [4.0038, -0.9881, 1.6457], [4.4465, 0.4278, 2.5715], [3.7100, 1.2604, 0.5704], [2.3161, -0.7020, -0.0819], [1.8647, 0.8187, -0.5743], [1.6166, 2.5417, 1.1160], [2.9329, 2.7013, 2.2659], [0.9779, 2.4223, 3.5439], [-0.5232, 1.7840, 1.9565], [-0.5801, 0.5647, 3.0679], [1.2610, 0.2208, 4.7209], [2.6812, 1.2155, 4.5235], [-1.9174, -1.8871, 3.1159], [-2.7930, -1.1352, 1.6242], [-4.1545, -1.3210, 1.5082], [-4.8068, -0.7663, 0.4167], [-4.0797, -0.0434, -0.5169], [-2.7237, 0.0992, -0.3340], [-2.0767, -0.4448, 0.7246], [-4.6886, -1.8875, 2.2576], [-5.8762, -0.8943, 0.3063], [-4.5518, 0.4123, -1.3760], [-2.1155, 0.6669, -1.0289], [-2.3181, 5.3642, 0.2660], [-0.9335, 5.5487, -0.1502], [-0.0751, 4.6032, -0.5407], [-0.3832, 2.7440, -0.6296], [1.0805, 5.2046, -0.8632], [0.9757, 6.5903, -0.6804], [1.8782, 7.6279, -0.8700], [1.4183, 8.8967, -0.5740], [0.1145, 9.1186, -0.1070], [-0.7762, 8.0784, 0.0813], [-0.3066, 6.8078, -0.2217], [-2.6044, 4.3367, 0.0709], [-2.9521, 6.0366, -0.3073], [-2.4199, 5.5875, 1.3268], [1.8608, 4.7129, -1.2620], [2.8854, 7.4585, -1.2275], [2.0808, 9.7418, -0.7031], [-0.2008, 10.1301, 0.1088], [-1.7798, 8.2520, 0.4455], [-0.2401, -4.0785, 0.2436], [0.4158, -2.5578, -0.3768], [0.6020, -2.8812, -2.1038], [1.8220, -2.5116, 0.1760], [0.5568, -4.8065, 0.0808], [-1.1500, -4.3551, -0.2920], [-0.4538, -3.9534, 1.3030], [-0.3761, -3.0344, -2.5647], [1.2284, -3.7705, -2.1928], [1.0915, -2.0147, -2.5459]], "forces_ev_per_angstrom": [[0.5392, -1.1445, -0.1102], [0.4949, 0.3560, 0.1225], [0.1627, 0.1396, 0.1276], [-0.2979, -0.1339, -0.1883], [-0.0623, 0.0840, -0.0143], [0.2867, -0.1804, -0.1030], [0.2179, 0.2163, 0.0604], [0.0734, -0.1967, 0.0711], [-0.3200, 0.7163, 0.1215], [-0.2728, -0.1295, -0.2190], [0.0379, -0.0715, -0.0911], [-0.5983, -0.6700, -0.1764], [-0.0036, 0.0778, 0.0540], [0.0342, 0.0735, 0.0545], [0.0502, 0.0718, -0.0316], [0.0168, -0.0510, 0.0501], [-0.0366, -0.0599, -0.1657], [0.0987, 0.0560, 0.0259], [-0.0353, 0.0533, 0.0713], [0.0728, 0.0855, 0.0377], [0.0175, -0.1100, 0.0896], [-0.2300, -0.0211, -0.0189], [0.1223, 0.1850, 0.1779], [-0.0422, 0.0480, -0.0079], [0.0133, 0.0870, -0.0019], [0.0246, -0.0444, 0.0169], [0.0802, 0.0057, 0.0267], [-0.0602, 0.0815, -0.1524], [-0.0452, -0.0065, 0.0135], [-0.0787, 0.0061, 0.0289], [-0.0228, 0.0219, -0.0115], [0.0065, -0.0819, 0.1097], [-0.2763, -0.0677, 0.0937], [-0.0044, 0.0116, 0.0010], [0.0164, -0.0127, -0.0042], [0.0038, -0.0150, 0.0064], [-0.0298, -0.0048, 0.0209], [0.1525, 0.0305, -0.0243], [-0.1394, 0.2231, 0.0672], [-0.0057, -0.1991, 0.0385], [-0.0914, 0.3027, -0.0628], [0.0780, 0.1485, 0.0097], [0.3111, -0.2790, -0.1571], [0.0201, -0.0037, -0.0029], [0.0243, 0.0003, 0.0037], [-0.0364, -0.0079, 0.0038], [-0.0039, 0.0530, 0.0086], [-0.3949, -0.2359, 0.1117], [-0.0219, -0.0250, -0.0082], [-0.0192, -0.0031, -0.0154], [-0.0045, 0.0094, 0.0122], [0.0348, -0.0006, -0.0363], [-0.0370, 0.0106, -0.0082], [-0.0163, -0.0107, -0.0082], [0.0054, -0.0116, 0.0041], [0.0187, 0.0043, -0.0191], [-0.5788, -0.0214, -0.0792], [1.2834, 1.0946, 0.3692], [-0.2955, -0.0821, -0.2266], [-0.3116, -0.3390, -0.0693], [-0.0483, -0.0059, 0.0002], [0.0406, -0.0093, 0.0260], [0.0319, -0.0171, 0.0015], [0.0532, -0.0051, 0.0069], [-0.0169, 0.0307, -0.0366], [0.0143, -0.0270, 0.0053]], "total_charge": 3, "e_homo_ev": -14.97, "relative_energy_kj_mol": 116.4, "orbital_gap_ha": 0.198}

=====

no.,DFT total energy (eV)
1,-154008.0883
2,-55047.0695
3,-182764.4755